# C54H114N6O6

A 6-piece molecular cluster, C54H114N6O6 overall at a distorted geometry (ωB97M-V with the def2-TZVPD basis set, OMol25).

```
! wB97M-V def2-TZVPD RIJCOSX def2/J DEFGRID3
* xyz 0 1
C 6.1220 1.5530 -0.4048
C 5.2080 2.1205 0.6864
C 5.0143 1.2463 1.9140
C 5.9045 3.3785 1.2541
C 5.9347 4.5808 0.2868
C 4.4772 4.8705 -0.0877
C 3.7133 3.6609 -0.6361
C 2.2330 4.1890 -0.7106
C 4.1964 3.3594 -2.0593
N 3.8235 2.5143 0.2419
O 3.0185 1.4137 -0.0525
H 5.5342 0.7624 -0.8833
H 6.4499 2.2446 -1.1712
H 6.9833 1.0523 0.0396
H 5.9702 0.8794 2.2961
H 4.5388 1.7992 2.7212
H 4.4200 0.3679 1.6506
H 5.6956 3.6701 2.2842
H 6.9254 2.9900 1.3665
H 6.4740 5.4336 0.7123
H 6.6264 4.4617 -0.5560
H 4.4455 5.6634 -0.8354
H 4.1184 5.1887 0.8939
H 1.5344 3.3652 -0.8525
H 2.0593 4.8267 -1.5846
H 2.0319 4.9221 0.0706
H 5.2663 3.5092 -2.2140
H 3.6116 3.9471 -2.7677
H 4.1229 2.3253 -2.4092
H 2.4513 1.3307 0.7230
C 0.1807 0.9952 1.4213
C -0.6158 -0.3224 1.4442
C -0.8266 -0.6700 2.9359
C -2.0204 -0.1527 0.8289
C -2.0957 -0.2798 -0.7186
C -1.4123 -1.5816 -1.0938
C 0.0695 -1.6210 -0.6788
C 0.5577 -3.0791 -0.8332
C 0.9152 -0.6743 -1.5530
N 0.1190 -1.4211 0.7914
O 1.4018 -1.5775 1.3198
H -0.3745 1.8485 1.8189
H 1.0596 0.8369 2.0506
H 0.4250 1.3535 0.4184
H -1.6450 -1.3719 3.0671
H 0.1100 -1.0400 3.3612
H -0.8957 0.2756 3.4782
H -2.7243 -0.8221 1.3239
H -2.4567 0.8367 0.9946
H -3.1665 -0.3685 -0.9025
H -1.6291 0.5037 -1.3145
H -1.5483 -1.9866 -2.1047
H -1.9023 -2.4514 -0.6316
H -0.1486 -3.7361 -0.3268
H 1.5589 -3.2039 -0.4272
H 0.5627 -3.3711 -1.8857
H 1.7757 -0.3840 -0.9473
H 0.3525 0.2471 -1.7076
H 1.2420 -1.1405 -2.4788
H 1.4334 -2.4630 1.6997
C 1.1468 -0.4762 8.3120
C 2.6209 -0.7628 7.9122
C 3.4569 -1.7253 8.7459
C 2.5937 -1.4037 6.5046
C 2.0799 -0.3998 5.4216
C 2.9853 0.7649 5.2898
C 3.3913 1.4372 6.6185
C 4.7958 2.0470 6.4823
C 2.3327 2.4943 6.9862
N 3.4555 0.4564 7.7377
O 3.8798 1.0838 8.9286
H 0.8609 -1.4205 8.7831
H 1.0273 0.3729 8.9797
H 0.5285 -0.3229 7.4332
H 3.4358 -1.5422 9.8214
H 3.1309 -2.7589 8.6047
H 4.4729 -1.6783 8.3557
H 3.5207 -1.8385 6.1396
H 1.7571 -2.1083 6.5020
H 2.1834 -0.9767 4.4953
H 1.0265 -0.1318 5.4830
H 2.5027 1.5447 4.6928
H 3.8940 0.5409 4.7230
H 5.0966 2.5854 7.3803
H 4.8682 2.7591 5.6612
H 5.4093 1.1464 6.4183
H 1.9127 3.0488 6.1426
H 2.7388 3.2559 7.6542
H 1.4748 2.0355 7.4772
H 4.7120 0.6334 9.1115
C -1.6701 2.8878 -7.2428
C -0.6616 2.2163 -6.2889
C -0.5117 2.9312 -4.9183
C -1.2392 0.7871 -6.0010
C -0.2617 -0.3813 -5.6925
C 1.0132 -0.3041 -6.5054
C 1.6244 1.1126 -6.5274
C 2.3887 1.3745 -5.2095
C 2.7123 0.9161 -7.5928
N 0.6481 2.0908 -6.9522
O 1.1399 3.2385 -7.5667
H -1.7257 2.4466 -8.2345
H -2.6440 2.7407 -6.7682
H -1.4553 3.9564 -7.2276
H 0.5127 3.2958 -4.8757
H -1.1188 3.8392 -4.8808
H -0.7564 2.2593 -4.0995
H -2.0209 0.8418 -5.2428
H -1.7371 0.4493 -6.9161
H -0.0933 -0.3729 -4.6125
H -0.7925 -1.2959 -5.9616
H 0.8418 -0.7638 -7.4805
H 1.7122 -0.9958 -6.0262
H 1.7100 1.3829 -4.3465
H 2.6334 2.4401 -5.1801
H 3.1759 0.6593 -4.9915
H 3.2967 0.0254 -7.3540
H 3.5111 1.6693 -7.6090
H 2.4341 0.8981 -8.6483
H 0.9642 3.1435 -8.5096
C -3.8681 2.7838 -1.0164
C -5.0897 2.8775 -1.9346
C -6.3202 2.5815 -1.0650
C -5.1363 4.3537 -2.4442
C -6.0963 4.4851 -3.6101
C -5.7439 3.5057 -4.7546
C -5.8523 2.0458 -4.2603
C -7.3477 1.7806 -4.0419
C -5.3946 1.0537 -5.3371
N -4.9699 1.9511 -3.0875
O -4.6597 0.6305 -2.7015
H -3.9357 1.8935 -0.3834
H -2.9354 2.6548 -1.5675
H -3.8716 3.6082 -0.3049
H -6.3127 3.1929 -0.1614
H -7.2408 2.7936 -1.6063
H -6.3308 1.5293 -0.7774
H -5.4054 5.0269 -1.6251
H -4.1855 4.8056 -2.7462
H -7.1209 4.4615 -3.2310
H -6.0002 5.5092 -3.9858
H -4.7251 3.8537 -4.9379
H -6.4329 3.7568 -5.5598
H -7.8076 2.6323 -3.5400
H -7.6230 0.8911 -3.4773
H -7.8638 1.7997 -5.0048
H -5.9274 1.2588 -6.2659
H -5.5992 0.0399 -4.9921
H -4.3326 1.0552 -5.5932
H -3.7033 0.6235 -2.8183
C -4.4868 -5.9073 2.7543
C -3.1327 -5.8297 1.9704
C -3.2882 -5.3619 0.5212
C -2.2488 -4.8972 2.8474
C -0.7664 -4.9595 2.4692
C -0.3063 -6.4240 2.7400
C -1.1706 -7.5022 2.0351
C -0.6118 -7.5922 0.5853
C -0.8811 -8.8942 2.6286
N -2.5802 -7.2093 2.0559
O -3.4767 -8.2209 1.6211
H -5.3081 -5.7867 2.0466
H -4.5462 -6.8021 3.3649
H -4.5859 -5.0555 3.4304
H -3.8274 -5.9996 -0.1754
H -3.7929 -4.3911 0.4704
H -2.2745 -5.1463 0.1774
H -2.5857 -3.8731 2.6672
H -2.3362 -5.1762 3.8958
H -0.5506 -4.7467 1.4250
H -0.2557 -4.2587 3.1320
H -0.2929 -6.6631 3.8059
H 0.7027 -6.5057 2.3363
H -1.1373 -8.3970 0.0632
H 0.4586 -7.7925 0.5545
H -0.8508 -6.7079 -0.0084
H 0.1955 -9.0123 2.7381
H -1.3166 -9.6547 1.9812
H -1.3607 -9.0557 3.5988
H -3.6822 -8.5677 2.4972
*
```

The value obtained for the total energy is -2905.48987 Eh.